Entry 1:
ORCA calculation (ωB97M-V/def2-TZVPD) on a single C3H4N2O2 molecule.

Properties
structure (SMILES) = NOc1ncco1
E_tot = -376.57215 hartree
gap between HOMO and LUMO = 10.090 eV
lowest unoccupied orbital energy = 0.03188 Ha
highest occupied orbital energy = -9.22 eV

Each line ends with the natural charge from an NBO analysis.
Cartesian coordinates (Å):
N (1.3903, 0.5344, -2.1234)  -0.5155
O (-0.0017, 0.6820, -1.7262)  -0.3672
C (-0.2841, 0.3550, -0.2141)  0.7113
N (0.4690, -0.4460, 0.4656)  -0.5129
C (-0.2406, -0.7625, 1.5186)  -0.1054
C (-1.4702, -0.1544, 1.4042)  0.0225
O (-1.5135, 0.5544, 0.2452)  -0.3910
H (2.0400, 1.2529, -1.8116)  0.3483
H (1.8295, -0.4112, -1.8747)  0.3578
H (0.3100, -1.3562, 2.2401)  0.2282
H (-2.5288, -0.2484, 1.8764)  0.2239

---

Entry 2:
ORCA calculation (ωB97M-V/def2-TZVPD) on a molecular structure, C3H4N2O2S.

Properties
E_tot = -774.71743 hartree
gap between HOMO and LUMO = 8.745 eV
lowest unoccupied orbital energy = -0.00795 Ha
highest occupied orbital energy = -8.96 eV

Each line ends with the natural charge from an NBO analysis.
Cartesian coordinates (Å):
C (-0.7469, -0.2973, -0.0025)  0.5011
C (-0.3644, 1.0539, 0.4791)  -0.5917
C (1.0103, 1.2961, -0.2223)  0.6531
H (-0.4502, -3.2109, 0.2078)  0.1310
H (0.0473, 1.3197, 1.6804)  0.2886
H (-1.1715, 1.8781, 0.3378)  0.2788
H (2.1122, -0.1575, -0.8374)  0.3759
N (-1.9474, -0.7943, -0.1621)  -0.5464
N (1.5297, -0.0033, -0.1240)  -0.3161
O (1.5001, 2.4088, -0.4688)  -0.5297
O (0.4292, -0.9028, -0.3281)  -0.3436
S (-1.9485, -2.5906, -0.5599)  0.0990

---

Entry 3:
ORCA calculation (ωB97M-V/def2-TZVPD) on a single C3H4N2O2S molecule.

Properties
structure (SMILES) = Nc1oc(=S)oc1N
E_tot = -774.84328 hartree
gap between HOMO and LUMO = 9.068 eV
lowest unoccupied orbital energy = 0.01654 Ha
highest occupied orbital energy = -8.62 eV

Each line ends with the natural charge from an NBO analysis.
Cartesian coordinates (Å):
N (-2.1760, 1.6563, 0.1363)  -0.8262
C (-1.1166, 0.6508, -0.0826)  0.3305
O (0.2332, 1.0502, -0.2403)  -0.4479
C (0.9924, -0.0651, -0.0179)  0.4852
S (2.6976, 0.0439, 0.0694)  -0.1561
O (0.1664, -1.1668, -0.0089)  -0.4416
C (-1.0950, -0.7152, 0.0379)  0.3458
N (-2.1973, -1.5592, 0.0021)  -0.7923
H (-2.0516, 2.3480, 0.9281)  0.3847
H (-2.2371, 2.2930, -0.6052)  0.3710
H (-2.1601, -2.1903, 0.7871)  0.3744
H (-1.9821, -2.1230, -0.8200)  0.3725

---

Entry 4:
ORCA calculation (ωB97M-V/def2-TZVPD) on a single C3H4N2O3 molecule.

Properties
structure (SMILES) = O=C[C@@H]1ON=CNO1
E_tot = -451.78078 hartree
gap between HOMO and LUMO = 10.319 eV
lowest unoccupied orbital energy = 0.01779 Ha
highest occupied orbital energy = -9.83 eV

Each line ends with the natural charge from an NBO analysis.
Cartesian coordinates (Å):
O (-1.9209, 0.2909, -2.2614)  -0.4757
C (-1.0352, 0.8792, -1.7309)  0.4241
C (-0.5128, 0.2506, -0.3865)  0.2405
O (-0.3276, 1.1994, 0.5080)  -0.3886
N (0.2664, 0.6748, 1.7816)  -0.1615
C (0.9335, -0.3804, 1.6372)  0.1585
N (1.2564, -0.9547, 0.4380)  -0.3123
O (0.8152, -0.3241, -0.7245)  -0.3596
H (-0.5522, 1.7354, -2.1256)  0.1340
H (-1.2932, -0.4623, -0.0781)  0.1658
H (1.3170, -0.8807, 2.4479)  0.2052
H (1.0535, -2.0282, 0.4942)  0.3696

---

Entry 5:
ORCA calculation (ωB97M-V/def2-TZVPD) on a single C3H4N2O3 molecule.

Properties
structure (SMILES) = [H]/N=C1/NO[C@H](C=O)O1
E_tot = -451.80056 hartree
gap between HOMO and LUMO = 9.287 eV
lowest unoccupied orbital energy = -0.01332 Ha
highest occupied orbital energy = -9.65 eV

Each line ends with the natural charge from an NBO analysis.
Cartesian coordinates (Å):
H (-1.9672, -1.8685, 0.3478)  0.3534
N (-2.1705, -1.0647, -0.4780)  -0.6346
C (-1.1476, -0.4651, -0.1144)  0.5872
N (-0.9357, 0.8846, -0.5633)  -0.3800
O (0.0316, 1.3940, 0.2953)  -0.3660
C (0.7510, 0.2254, 0.6213)  0.2297
C (1.7895, 0.0425, -0.4505)  0.3460
O (2.5470, -0.9973, -0.4240)  -0.4848
O (-0.2141, -0.8019, 0.8702)  -0.4704
H (-1.8834, 1.4383, -0.6143)  0.4168
H (1.2465, 0.2793, 1.6688)  0.2344
H (1.9528, 0.9334, -1.1588)  0.1684

---

Entry 6:
ORCA calculation (ωB97M-V/def2-TZVPD) on a single C3H4N2O3 molecule.

Properties
structure (SMILES) = Nc1noc(O)c1O
E_tot = -451.80121 hartree
gap between HOMO and LUMO = 9.330 eV
lowest unoccupied orbital energy = 0.00396 Ha
highest occupied orbital energy = -9.22 eV

Each line ends with the natural charge from an NBO analysis.
Cartesian coordinates (Å):
N (-1.7652, 1.1483, 0.3984)  -0.8309
C (-0.3631, 0.9167, 0.4942)  0.2762
N (0.7420, 1.4791, 1.1655)  -0.1689
O (1.7462, 0.6572, 0.7478)  -0.2825
C (1.3763, -0.3677, 0.0243)  0.5643
O (2.3495, -1.3744, -0.2309)  -0.6467
C (0.0202, -0.2680, -0.2299)  -0.0109
O (-0.6792, -1.3335, -0.8948)  -0.6892
H (-2.0349, 2.2877, 0.1189)  0.3967
H (-2.1554, 0.5348, -0.4258)  0.3978
H (1.8001, -1.9132, -1.1081)  0.5048
H (-1.0363, -1.7671, -0.0594)  0.4894

---

Entry 7:
ORCA calculation (ωB97M-V/def2-TZVPD) on 2 unconnected molecules or ions with the total composition C3H4N2O3.

Properties
E_tot = -451.71886 hartree
gap between HOMO and LUMO (alpha / beta) = 8.245 / 8.241 eV
lowest unoccupied orbital energy (alpha / beta) = -0.05769 / -0.05798 Ha
highest occupied orbital energy (alpha / beta) = -9.81 / -9.82 eV

Each line ends with the natural charge from an NBO analysis.
Cartesian coordinates (Å):
C (-0.8458, -1.4552, -0.1697)  0.1907
C (1.5011, -0.1739, 0.5677)  -0.5284
C (-0.5172, -0.1277, -0.6054)  0.3121
N (-1.0534, -2.5444, 0.1042)  -0.2372
N (-1.0246, 0.9177, 0.3172)  0.4827
O (-1.3017, 0.7403, 1.4585)  -0.3158
O (-1.1926, 2.0364, -0.2482)  -0.4413
O (-0.3480, 0.2331, -1.8604)  -0.6143
H (2.1187, 0.6697, 0.2894)  0.2061
H (2.0551, -1.1505, 0.3725)  0.2105
H (0.9271, -0.3011, 1.5625)  0.2272
H (-0.3188, 1.1556, -1.7884)  0.5076

---

Entry 8:
ORCA calculation (ωB97M-V/def2-TZVPD) on a single C3H4N2O3 molecule.

Properties
structure (SMILES) = O=C[C@H]1ON=CNO1
E_tot = -451.77827 hartree
gap between HOMO and LUMO = 9.731 eV
lowest unoccupied orbital energy = 0.01882 Ha
highest occupied orbital energy = -9.22 eV

Each line ends with the natural charge from an NBO analysis.
Cartesian coordinates (Å):
O (-2.7457, 0.3015, -0.0443)  -0.4620
C (-1.8659, -0.4866, -0.0419)  0.4186
C (-0.4900, -0.1203, 0.3695)  0.2216
O (0.3146, -1.2229, -0.0871)  -0.4128
N (1.7443, -1.0961, -0.1602)  -0.1403
C (2.0863, 0.1232, 0.0571)  0.1578
N (1.1742, 1.2115, 0.1111)  -0.3667
O (-0.1954, 1.0643, -0.2954)  -0.3296
H (-2.0360, -1.5734, 0.0161)  0.1234
H (-0.3614, 0.0546, 1.4499)  0.1845
H (3.1275, 0.3800, 0.1866)  0.2138
H (1.4701, 2.0905, -0.2031)  0.3916

---

Entry 9:
ORCA calculation (ωB97M-V/def2-TZVPD) on a single C3H4N2O3 molecule.

Properties
structure (SMILES) = Nc1oc(O)nc1O
E_tot = -451.82518 hartree
gap between HOMO and LUMO = 8.123 eV
lowest unoccupied orbital energy = 0.01678 Ha
highest occupied orbital energy = -7.67 eV

Each line ends with the natural charge from an NBO analysis.
Cartesian coordinates (Å):
N (-1.5513, -1.4436, 0.0296)  -0.8885
C (-0.5122, -0.6111, -0.0784)  0.2609
O (0.9954, -0.9423, -0.1614)  -0.4586
C (1.5189, 0.2461, -0.3081)  0.7843
O (2.8246, 0.2143, 0.1646)  -0.6667
N (0.7156, 1.2929, -0.3401)  -0.5677
C (-0.4970, 0.8088, -0.1724)  0.3665
O (-1.5564, 1.7062, 0.0098)  -0.6722
H (-2.1898, -1.0046, 0.8260)  0.4383
H (-1.8455, -2.2083, -0.9005)  0.4137
H (3.0549, -0.6366, 0.4453)  0.4940
H (-0.9572, 2.5782, 0.4857)  0.4960

---

Entry 10:
ORCA calculation (ωB97M-V/def2-TZVPD) on a single C3H4N2O3 molecule.

Properties
structure (SMILES) = Oc1ncn(O)c1O
E_tot = -451.86900 hartree
gap between HOMO and LUMO = 8.729 eV
lowest unoccupied orbital energy = 0.01595 Ha
highest occupied orbital energy = -8.29 eV

Each line ends with the natural charge from an NBO analysis.
Cartesian coordinates (Å):
O (-2.4805, 0.3013, -0.0063)  -0.6772
C (-1.1800, -0.0992, 0.0654)  0.3549
N (-0.8572, -1.4298, 0.0054)  -0.5110
C (0.4981, -1.4445, -0.0281)  0.1608
N (0.9961, -0.2567, 0.0159)  -0.0640
O (2.3432, -0.0115, 0.1225)  -0.4944
C (-0.0569, 0.6645, 0.0640)  0.2260
O (0.1804, 1.9779, -0.1318)  -0.6779
H (-3.0873, -0.4910, -0.0091)  0.5007
H (1.1620, -2.2920, -0.1582)  0.2054
H (2.4738, 0.5907, -0.6460)  0.4829
H (0.0084, 2.4903, 0.7063)  0.4938

---

Here are the calculated relative energy (zero: lowest compared OMol25 entry of this formula, charge and spin) numbers, same order: 5.215, 5.697, 2.272, 5.414, 4.876, 4.858, 7.099, 5.482, 4.206, 3.014 (eV).